Record 1
Formula: CH6Ni3O6
Source: the OMol25 dataset
Level of theory: ωB97M-V with the def2-TZVPD basis set

Summary:
⟨S²⟩	12.01
gap between HOMO and LUMO (alpha / beta)	8.1 / 3.6	eV
total energy	-5015.905724	Eh
HOMO (alpha / beta)	-26.16 / -24.05	eV
max |F|	0.249	hartree/bohr

The geometry in ORCA input format:
```
! RIJCOSX wB97M-V def2-TZVPD def2/J DEFGRID3
* xyz 4 7
Ni 8.20 -10.65 18.36
Ni 9.44 -7.88 20.70
Ni 5.98 -7.18 18.75
C 7.18 -9.00 20.12
O 7.40 -7.80 20.27
O 6.77 -9.21 19.01
O 8.27 -9.53 20.17
O 4.64 -10.61 17.34
H 3.98 -10.97 16.74
H 4.54 -9.66 17.25
O 11.03 -9.19 21.05
H 11.74 -9.40 20.45
H 11.36 -9.46 21.91
O 9.33 -9.24 17.29
H 9.53 -8.96 16.40
H 9.62 -8.51 17.84
*
```

Record 2
Formula: C33H54O27
Source: the OMol25 dataset
Level of theory: ωB97M-V with the def2-TZVPD basis set

Summary:
gap between HOMO and LUMO	10.1	eV
total energy	-3321.205688	Eh
SMILES string	C[C@H]1COC(=O)O1.C[C@H]1COC(=O)O1.C[C@H]1COC(=O)O1.C[C@H]1COC(=O)O1.C[C@H]1COC(=O)O1.C[C@H]1COC(=O)O1.COC(=O)OC.COC(=O)OC.COC(=O)OC
energy relative to the best compared isomer or geometry (same formula, charge and spin)	52.4	kJ/mol
HOMO	-10.09	eV
max |F|	0.177	hartree/bohr

The geometry in ORCA input format:
```
! RIJCOSX wB97M-V def2-TZVPD def2/J DEFGRID3
* xyz 0 1
C 0.44 -3.05 -1.31
C -0.73 -3.59 -2.06
C -0.63 -3.47 -3.61
O -0.16 -4.77 -3.91
C -0.37 -5.55 -2.83
O -0.21 -6.74 -2.80
O -0.75 -4.92 -1.81
H 0.57 -1.98 -1.51
H 1.33 -3.60 -1.66
H 0.40 -3.30 -0.28
H -1.69 -3.16 -1.75
H 0.17 -2.73 -3.95
H -1.56 -3.27 -4.15
C 2.09 -0.45 -4.08
C 3.53 -0.14 -3.62
C 4.06 1.22 -4.21
O 4.34 2.05 -3.10
C 4.11 1.48 -2.03
O 4.27 1.99 -0.96
O 3.65 0.20 -2.23
H 1.90 -1.44 -3.70
H 1.86 -0.36 -5.20
H 1.35 0.13 -3.52
H 4.18 -1.00 -3.89
H 3.25 1.75 -4.70
H 4.90 1.08 -4.86
C -2.09 1.15 5.46
C -3.50 0.81 5.95
C -4.58 1.62 5.22
O -5.42 0.66 4.51
C -5.00 -0.53 4.77
O -5.59 -1.49 4.28
O -3.80 -0.51 5.49
H -1.75 2.11 5.76
H -2.08 1.15 4.36
H -1.34 0.40 5.78
H -3.55 0.90 7.03
H -4.21 2.33 4.54
H -5.20 2.24 5.84
C 2.55 -3.74 1.38
C 3.72 -2.70 1.29
C 3.42 -1.44 0.49
O 3.44 -0.32 1.36
C 3.72 -0.84 2.56
O 3.72 -0.16 3.58
O 3.92 -2.20 2.53
H 2.44 -4.21 0.44
H 1.66 -3.36 1.81
H 2.85 -4.52 2.07
H 4.68 -3.17 0.95
H 2.41 -1.53 0.01
H 4.12 -1.27 -0.33
C -2.92 -2.94 2.30
C -3.57 -1.78 1.60
C -3.09 -0.35 1.93
O -2.63 0.14 0.69
C -2.79 -0.74 -0.23
O -2.55 -0.48 -1.42
O -3.25 -1.88 0.25
H -1.90 -2.93 1.91
H -3.31 -3.82 1.91
H -2.98 -2.89 3.40
H -4.68 -1.74 1.59
H -2.33 -0.36 2.72
H -3.89 0.15 2.43
C 3.06 2.78 2.04
C 1.92 3.46 2.67
C 1.46 2.63 3.86
O 1.68 3.51 4.91
C 2.14 4.65 4.50
O 2.32 5.65 5.26
O 2.38 4.65 3.23
H 2.82 1.98 1.39
H 3.88 2.51 2.75
H 3.54 3.58 1.46
H 1.11 3.60 1.98
H 2.06 1.79 4.14
H 0.44 2.29 3.85
C 0.14 -1.34 3.71
O 0.09 -0.09 2.99
C 0.21 -0.15 1.62
O 0.05 -1.33 0.96
O 0.46 0.98 1.02
C 0.84 1.03 -0.31
H 1.01 -1.84 3.39
H -0.71 -1.97 3.50
H 0.21 -1.15 4.77
H 1.59 0.27 -0.63
H 1.22 2.02 -0.50
H -0.03 0.79 -0.87
C -0.32 -1.06 -8.81
O -0.35 -1.19 -7.42
C -1.09 -0.54 -6.60
O -2.20 0.18 -7.11
O -0.81 -0.73 -5.29
C -1.49 0.04 -4.31
H 0.49 -1.72 -9.20
H 0.04 -0.14 -9.08
H -1.28 -1.33 -9.14
H -0.87 -0.03 -3.38
H -2.50 -0.30 -4.14
H -1.60 1.04 -4.68
C -3.13 2.64 -1.77
O -1.80 2.75 -1.42
C -1.32 3.92 -0.96
O -2.13 5.04 -0.79
O -0.03 3.96 -0.67
C 0.47 5.14 -0.07
H -3.25 1.73 -2.35
H -3.61 3.49 -2.25
H -3.74 2.33 -0.87
H 0.28 6.01 -0.76
H 1.49 5.00 0.16
H -0.12 5.45 0.80
*
```

Record 3
Formula: C4H5NO
Source: the OMol25 dataset
Level of theory: ωB97M-V with the def2-TZVPD basis set

Summary:
gap between HOMO and LUMO	11.0	eV
total energy	-285.400319	Eh
SMILES string	CC(=O)CC#N
energy relative to the best compared isomer or geometry (same formula, charge and spin)	37.5	kJ/mol
HOMO	-10.43	eV
max |F|	0.022	hartree/bohr

The geometry in ORCA input format:
```
! RIJCOSX wB97M-V def2-TZVPD def2/J DEFGRID3
* xyz 0 1
C -1.36 -0.37 -0.28
C 0.09 -0.57 -0.66
O 0.45 -1.18 -1.63
C 1.15 -0.01 0.31
C 0.88 1.37 0.72
N 0.65 2.46 1.03
H -1.99 -0.71 -1.10
H -1.58 -0.96 0.62
H -1.57 0.68 -0.05
H 2.12 -0.08 -0.17
H 1.16 -0.64 1.21
*
```

Record 4
Formula: C18H64N14O14
Source: the OMol25 dataset
Level of theory: ωB97M-V with the def2-TZVPD basis set

Summary:
gap between HOMO and LUMO	7.3	eV
total energy	-2543.963817	Eh
energy relative to the best compared isomer or geometry (same formula, charge and spin)	310.4	kJ/mol
HOMO	-7.82	eV
max |F|	0.202	hartree/bohr

The geometry in ORCA input format:
```
! RIJCOSX wB97M-V def2-TZVPD def2/J DEFGRID3
* xyz 0 1
C -1.91 2.44 3.36
C -2.82 1.78 4.42
O -2.05 1.34 5.43
H -1.39 3.26 3.82
H -2.48 2.81 2.52
H -1.20 1.71 2.99
H -3.46 1.05 4.08
H -3.50 2.52 4.83
H -1.79 0.41 5.30
C 4.57 1.87 -3.31
C 3.31 1.46 -2.60
O 3.48 0.63 -1.53
H 5.31 2.14 -2.70
H 4.36 2.75 -3.91
H 4.94 1.15 -4.04
H 2.69 0.91 -3.27
H 2.79 2.38 -2.28
H 4.16 1.11 -1.12
C -0.06 2.57 -2.26
C 0.04 3.70 -3.31
O 1.34 3.72 -3.83
H 0.12 1.57 -2.72
H -0.98 2.43 -1.82
H 0.73 2.65 -1.48
H 0.01 4.62 -2.68
H -0.81 3.61 -4.01
H 1.88 4.18 -3.14
C -4.16 1.28 0.68
C -4.82 0.00 0.62
O -6.06 0.13 1.25
H -4.71 2.12 0.16
H -3.27 1.44 0.12
H -3.91 1.56 1.77
H -4.16 -0.74 1.06
H -5.05 -0.42 -0.37
H -5.95 -0.53 1.95
C -0.07 0.12 0.08
O -1.39 -0.10 -0.25
N 0.20 0.53 1.26
N 0.93 -0.18 -0.71
H -0.60 0.68 1.89
H 1.16 0.74 1.57
H 0.75 -0.31 -1.72
H 1.91 0.01 -0.47
C 0.13 -1.75 -3.83
O 0.89 -0.78 -3.17
N 0.27 -1.98 -5.10
N -0.80 -2.48 -3.30
H 1.08 -1.52 -5.59
H 0.00 -2.88 -5.56
H -0.57 -2.75 -2.30
H -1.41 -3.14 -3.80
C 2.85 -1.00 5.69
O 3.33 -2.03 6.55
N 2.54 -1.14 4.47
N 2.50 0.21 6.05
H 2.60 -2.09 4.10
H 2.52 -0.50 3.69
H 2.36 0.18 7.09
H 1.86 0.78 5.49
C -1.34 -1.06 3.64
O -2.18 -0.73 2.61
N -1.65 -1.37 4.86
N -0.03 -1.09 3.36
H -2.64 -1.41 5.05
H -1.01 -1.73 5.56
H 0.07 -0.71 2.41
H 0.78 -1.17 3.96
C -3.20 -3.03 -0.55
O -3.99 -2.17 -1.27
N -3.48 -4.28 -0.58
N -2.33 -2.61 0.28
H -4.15 -4.59 -1.37
H -2.83 -5.00 -0.21
H -2.12 -1.60 0.26
H -1.88 -3.11 1.08
C 0.57 -4.27 -0.82
O -0.10 -5.41 -0.47
N 0.02 -3.05 -0.76
N 1.81 -4.25 -1.20
H -0.97 -2.94 -0.33
H 0.53 -2.19 -0.87
H 2.38 -5.08 -0.86
H 2.42 -3.47 -1.47
C -2.81 0.70 -3.39
O -3.49 1.65 -2.66
N -2.62 0.83 -4.61
N -2.68 -0.53 -3.00
H -2.79 1.77 -4.99
H -2.28 0.09 -5.18
H -2.96 -0.81 -1.98
H -2.04 -1.25 -3.41
C 1.00 3.99 1.27
O 0.51 4.70 0.17
H 0.58 4.32 2.17
H 2.05 4.21 1.40
H 0.97 2.94 1.20
H -0.47 4.53 -0.01
C 3.48 1.03 1.44
O 2.59 0.90 2.51
H 3.18 1.86 0.81
H 3.35 0.16 0.87
H 4.52 1.21 1.75
H 2.61 1.75 3.01
C 4.38 -2.15 -2.70
O 3.13 -2.12 -2.22
H 4.25 -1.76 -3.70
H 4.74 -3.16 -2.77
H 5.09 -1.54 -2.12
H 2.77 -1.21 -2.26
*
```

Record 5
Formula: C4H4N2O2
Source: the OMol25 dataset
Level of theory: ωB97M-V with the def2-TZVPD basis set

Summary:
gap between HOMO and LUMO	8.8	eV
total energy	-414.691038	Eh
SMILES string	Nc1ccc(=O)on1
energy relative to the best compared isomer or geometry (same formula, charge and spin)	407.3	kJ/mol
HOMO	-9.21	eV
max |F|	0.119	hartree/bohr

The geometry in ORCA input format:
```
! RIJCOSX wB97M-V def2-TZVPD def2/J DEFGRID3
* xyz 0 1
N 1.15 -0.23 -1.91
C 0.43 0.00 -0.79
C 0.72 -0.47 0.52
C -0.18 -0.34 1.54
C -1.56 0.37 1.37
O -2.49 0.49 2.11
O -1.56 1.01 0.07
N -0.68 0.68 -1.00
H 2.18 0.04 -2.15
H 0.50 0.05 -2.90
H 1.79 -0.92 0.54
H -0.31 -0.69 2.61
*
```

Record 6
Formula: C28H18BrIN4O5Ta
Source: the OMol25 dataset
Level of theory: ωB97M-V with the def2-TZVPD basis set

Summary:
gap between HOMO and LUMO	5.6	eV
total energy	-4600.976318	Eh
energy relative to the best compared isomer or geometry (same formula, charge and spin)	187.5	kJ/mol
HOMO	-16.49	eV
max |F|	0.068	hartree/bohr

The geometry in ORCA input format:
```
! RIJCOSX wB97M-V def2-TZVPD def2/J DEFGRID3
* xyz 3 1
Ta 0.19 -0.09 -0.48
Br 5.77 -0.13 4.60
C 4.58 -0.06 3.14
C 5.06 -0.06 1.83
C 4.18 -0.05 0.76
C 2.79 -0.02 0.98
O 1.92 -0.05 -0.01
C 2.29 0.04 2.31
C 0.89 0.09 2.63
N -0.10 0.00 1.80
C -1.44 -0.08 2.25
C -1.86 -0.06 3.57
C -3.21 -0.21 3.91
C -4.17 -0.41 2.95
C -3.79 -0.46 1.59
C -4.72 -0.68 0.55
C -4.28 -0.75 -0.75
C -2.93 -0.57 -1.02
N -2.01 -0.34 -0.07
C -2.42 -0.29 1.23
C 3.21 0.01 3.38
H 6.13 -0.08 1.65
H 4.56 -0.07 -0.25
H 0.69 0.19 3.70
H -1.17 0.08 4.38
H -3.49 -0.19 4.95
H -5.20 -0.54 3.22
H -5.77 -0.82 0.79
H -4.96 -0.94 -1.56
H -2.57 -0.61 -2.04
H 2.85 0.03 4.40
O 0.98 4.62 0.89
C 0.73 3.47 0.36
O 0.65 2.40 0.96
C 0.50 3.49 -1.11
C 0.53 4.64 -1.91
C 0.28 4.50 -3.27
C 0.00 3.25 -3.79
C 0.00 2.16 -2.92
N 0.25 2.29 -1.62
C -0.33 0.75 -3.34
O -0.57 0.42 -4.46
O -0.31 -0.04 -2.29
H 1.11 4.63 1.85
H 0.74 5.60 -1.46
H 0.29 5.37 -3.91
H -0.20 3.08 -4.84
I 0.48 -3.15 1.23
C 0.40 -3.58 -0.84
C 0.36 -4.88 -1.31
C 0.37 -5.07 -2.68
C 0.42 -3.96 -3.51
C 0.42 -2.70 -2.94
N 0.41 -2.51 -1.62
H 0.32 -5.72 -0.62
H 0.32 -6.07 -3.08
H 0.44 -4.06 -4.59
H 0.42 -1.82 -3.57
*
```